{"formula": "C16H64NO18PS", "method": "wB97M-V/def2-TZVPD", "homo_energy_ev": -8.83, "gap_ev": 9.126, "symbols": ["C", "P", "O", "O", "S", "O", "O", "C", "N", "H", "H", "H", "H", "H", "H", "H", "H", "C", "O", "H", "H", "H", "H", "C", "O", "H", "H", "H", "H", "C", "O", "H", "H", "H", "H", "C", "O", "H", "H", "H", "H", "C", "O", "H", "H", "H", "H", "C", "O", "H", "H", "H", "H", "C", "O", "H", "H", "H", "H", "C", "O", "H", "H", "H", "H", "C", "O", "H", "H", "H", "H", "C", "O", "H", "H", "H", "H", "C", "O", "H", "H", "H", "H", "C", "O", "H", "H", "H", "H", "C", "O", "H", "H", "H", "H", "C", "O", "H", "H", "H", "H"], "coordinates": [[3.07769, -1.51422, 1.52835], [3.18680, -0.03687, 0.40670], [2.59924, -0.66526, -1.05572], [2.08249, 1.17959, 0.90481], [0.63238, 0.68055, 1.56183], [0.94721, 0.25532, 2.95850], [0.17472, -0.69604, 0.71277], [-1.27131, -0.88292, 0.90823], [-1.63629, -2.25338, 0.84094], [3.12126, -1.15328, 2.55605], [2.19496, -2.14057, 1.36324], [3.94856, -2.13701, 1.32702], [1.82388, -1.21292, -0.88680], [-1.75750, -0.34650, 0.09234], [-1.56453, -0.45235, 1.86501], [-1.45177, -2.73560, 1.70329], [-1.21816, -2.72001, 0.05445], [-2.80340, 3.40750, 1.89123], [-1.97132, 2.26525, 2.08133], [-3.35746, 3.27700, 0.96125], [-3.50731, 3.50189, 2.71955], [-2.19382, 4.30926, 1.82250], [-1.48921, 2.39691, 2.90504], [1.89400, -3.92379, -3.25001], [2.90697, -2.92433, -3.26632], [2.10349, -4.65260, -4.02611], [1.88213, -4.42966, -2.28047], [0.91763, -3.46639, -3.43847], [2.68041, -2.29840, -2.57634], [1.29699, 3.60712, 5.36155], [0.40780, 2.76990, 4.63048], [0.87584, 4.60977, 5.40246], [1.41839, 3.22620, 6.37869], [2.26939, 3.64325, 4.86351], [0.79415, 1.88946, 4.59809], [5.06421, -5.01574, 2.24235], [4.81129, -3.72578, 2.79137], [4.13348, -5.39686, 1.82766], [5.81042, -4.95248, 1.44526], [5.41491, -5.70088, 3.01863], [5.63720, -3.39780, 3.15107], [-0.66968, -0.93771, -3.98182], [-0.81636, -0.89268, -2.56223], [-1.46183, -1.55907, -4.39305], [-0.74935, 0.06988, -4.39730], [0.30098, -1.36792, -4.24295], [-0.11145, -0.33973, -2.21928], [-4.37019, 7.08411, 3.26332], [-3.53032, 5.94723, 3.46834], [-4.91959, 6.94205, 2.33404], [-5.08019, 7.18261, 4.08719], [-3.76555, 7.98914, 3.19057], [-3.05682, 6.08790, 4.28903], [5.59490, 3.36300, 4.88758], [5.08715, 2.95294, 6.15368], [5.66152, 4.44821, 4.87531], [6.59141, 2.94066, 4.73065], [4.92331, 3.03403, 4.08945], [5.03608, 1.99692, 6.14226], [-1.86272, 8.72641, 5.78595], [-3.08300, 9.33192, 5.36675], [-2.09857, 7.76613, 6.24061], [-1.20138, 8.56365, 4.92996], [-1.35742, 9.35337, 6.52455], [-2.86240, 10.17537, 4.97050], [0.56278, -7.37618, -2.30096], [1.51712, -7.08334, -3.31798], [-0.37842, -6.90335, -2.57130], [0.40959, -8.45531, -2.21977], [0.89767, -6.98086, -1.33784], [2.34027, -7.50520, -3.06795], [1.30598, -7.93089, -6.63470], [2.32810, -6.93919, -6.65608], [1.51335, -8.66145, -7.41335], [1.29526, -8.43272, -5.66414], [0.33304, -7.47243, -6.82623], [2.12465, -6.30938, -5.96278], [-2.21082, -7.08315, -8.96019], [-1.62722, -8.37317, -8.80377], [-2.61844, -6.77661, -7.99973], [-1.45614, -6.35729, -9.27512], [-3.01862, -7.11481, -9.69625], [-1.27187, -8.63129, -9.65432], [-5.54992, 5.23059, -0.36682], [-6.38683, 4.82942, 0.71427], [-6.15807, 5.76949, -1.09113], [-4.75718, 5.89022, -0.00373], [-5.11178, 4.35133, -0.84781], [-5.83955, 4.35700, 1.34511], [-8.79554, 4.96765, -2.64427], [-7.96195, 3.83213, -2.44538], [-9.34380, 4.82807, -3.57304], [-9.50776, 5.06825, -1.82097], [-8.19277, 5.87776, -2.71994], [-7.48641, 3.96815, -1.62338], [6.77560, -1.03057, 0.28007], [6.51276, -1.02746, 1.68428], [6.04227, -1.66945, -0.20740], [6.68877, -0.01918, -0.12272], [7.77683, -1.42222, 0.08049], [7.16480, -0.46032, 2.09640]], "lowdin_charge": [-0.253, 0.887, -0.322, -0.569, 0.939, -0.422, -0.390, -0.326, 0.058, 0.044, 0.043, 0.011, 0.013, 0.117, 0.104, 0.077, 0.074, -0.148, -0.162, 0.070, 0.070, 0.078, 0.050, -0.150, -0.116, 0.060, 0.074, 0.067, 0.023, -0.141, -0.140, 0.074, 0.080, 0.069, 0.043, -0.147, -0.141, 0.076, 0.077, 0.075, 0.070, -0.143, -0.135, 0.082, 0.081, 0.067, 0.056, -0.137, -0.135, 0.065, 0.084, 0.066, 0.065, -0.162, -0.130, 0.078, 0.073, 0.070, 0.069, -0.156, -0.131, 0.076, 0.079, 0.076, 0.074, -0.144, -0.141, 0.081, 0.077, 0.074, 0.083, -0.156, -0.126, 0.077, 0.063, 0.068, 0.046, -0.163, -0.131, 0.076, 0.076, 0.074, 0.070, -0.158, -0.122, 0.071, 0.075, 0.082, 0.064, -0.160, -0.125, 0.076, 0.079, 0.069, 0.036, -0.163, -0.146, 0.070, 0.073, 0.076, 0.069]}

=====

{"formula": "C36H41MgN7O3PS", "method": "wB97M-V/def2-TZVPD", "homo_energy_ev": -10.46, "gap_ev": 7.758, "charge": 1, "symbols": ["Mg", "C", "C", "N", "N", "C", "N", "S", "C", "C", "C", "C", "C", "N", "H", "H", "H", "H", "H", "H", "H", "H", "H", "H", "N", "C", "C", "C", "C", "C", "C", "P", "C", "C", "C", "C", "C", "C", "C", "C", "C", "C", "C", "C", "H", "H", "H", "H", "H", "H", "H", "H", "H", "H", "H", "H", "H", "H", "H", "H", "O", "C", "C", "C", "C", "O", "N", "H", "H", "H", "H", "O", "C", "C", "C", "C", "C", "C", "N", "H", "H", "H", "H", "H", "H", "H", "H", "H", "H", "H"], "coordinates": [[0.07863, 0.36354, 0.03983], [-3.27748, 2.72292, -1.32878], [-2.25093, 1.64245, -1.24667], [-2.02354, 0.96717, -0.18502], [-2.81827, 1.17785, 0.90448], [-2.72154, 0.37239, 2.00575], [-3.67638, 0.61112, 2.92041], [-1.55383, -0.79031, 2.20889], [-1.44645, 1.23219, -2.43556], [-1.72587, 1.69688, -3.70519], [-0.95443, 1.24252, -4.76862], [0.06223, 0.34253, -4.52615], [0.27017, -0.08244, -3.22004], [-0.46226, 0.34627, -2.19717], [-3.22620, 3.35378, -0.44069], [-3.09151, 3.37559, -2.17480], [-4.28381, 2.30532, -1.42360], [-3.48098, 1.93376, 0.89536], [-4.46816, 1.20324, 2.73939], [-3.69083, 0.02417, 3.73486], [-2.53769, 2.38949, -3.88056], [-1.15486, 1.59448, -5.77227], [0.69089, -0.03144, -5.32368], [1.06130, -0.77900, -2.98827], [1.86281, -0.55526, 0.98971], [2.32749, -1.92583, 1.04340], [3.45808, -2.24051, 1.79113], [3.97845, -3.52174, 1.77093], [3.38659, -4.49960, 0.97981], [2.24926, -4.19281, 0.25444], [1.68169, -2.91672, 0.30149], [0.10688, -2.48881, -0.52897], [-1.15029, -3.52704, 0.31445], [-0.88143, -4.62091, 1.12956], [-1.92401, -5.34764, 1.69570], [-3.24250, -4.98539, 1.46008], [-3.52163, -3.87813, 0.66811], [-2.48135, -3.15089, 0.11271], [0.29197, -3.36889, -2.14249], [1.53784, -3.39886, -2.77561], [1.69088, -3.99345, -4.01999], [0.59722, -4.56181, -4.65983], [-0.64654, -4.52776, -4.04746], [-0.79935, -3.93682, -2.79793], [2.18398, -0.04645, 1.80321], [2.36477, -0.13351, 0.18034], [3.94596, -1.46597, 2.37261], [4.86197, -3.75341, 2.35300], [3.80987, -5.49478, 0.93305], [1.78440, -4.95715, -0.35784], [0.13777, -4.90902, 1.34594], [-1.70105, -6.20143, 2.32402], [-4.04919, -5.55693, 1.90290], [-4.54795, -3.57543, 0.49882], [-2.69924, -2.26835, -0.48355], [2.40340, -2.96203, -2.28749], [2.66810, -4.01804, -4.48692], [0.71729, -5.03775, -5.62501], [-1.50482, -4.96910, -4.53872], [-1.77510, -3.93509, -2.33211], [-0.33126, 3.80493, -0.57800], [0.73894, 3.32102, -0.92374], [1.82310, 4.09748, -1.65974], [2.83338, 3.02427, -2.05018], [2.28403, 1.77684, -1.38792], [2.81823, 0.66438, -1.44321], [1.10745, 2.00808, -0.73362], [2.23247, 4.85077, -0.98547], [1.38212, 4.62583, -2.50269], [3.84819, 3.20882, -1.70266], [2.88807, 2.85223, -3.12630], [0.17907, 1.65386, 1.78460], [0.02004, 2.13974, 2.89043], [1.06750, 2.10012, 3.95988], [1.82296, 3.44810, 3.87747], [0.97325, 4.73288, 3.86445], [0.19908, 5.01192, 2.55911], [-1.10196, 4.19850, 2.38547], [-1.05346, 2.95450, 3.18522], [1.75910, 1.27525, 3.79692], [0.59863, 1.97037, 4.93915], [2.42740, 3.43716, 2.96584], [2.51906, 3.48956, 4.71461], [1.66168, 5.56440, 4.02012], [0.29806, 4.75099, 4.72795], [0.86076, 4.80378, 1.71260], [-0.04012, 6.07473, 2.50963], [-1.23414, 3.92845, 1.34113], [-1.97099, 4.76392, 2.71550], [-1.05108, 3.17600, 4.17002]], "lowdin_charge": [0.501, -0.002, -0.241, 0.047, 0.016, -0.832, 0.109, 0.770, -0.209, 0.008, -0.031, -0.017, -0.102, 0.061, 0.085, 0.083, 0.109, 0.131, 0.110, 0.101, 0.113, 0.118, 0.118, 0.097, 0.036, -0.277, -0.023, -0.063, -0.065, -0.102, -0.309, 1.099, -0.400, -0.067, -0.067, -0.076, -0.081, -0.174, -0.359, -0.122, -0.075, -0.082, -0.074, -0.079, 0.086, 0.066, 0.115, 0.111, 0.111, 0.117, 0.093, 0.108, 0.106, 0.106, 0.097, 0.109, 0.108, 0.106, 0.107, 0.094, 0.028, -0.467, -0.070, -0.069, -0.485, 0.010, 0.077, 0.122, 0.122, 0.125, 0.126, -0.033, -0.470, -0.084, -0.163, -0.185, -0.154, -0.154, 0.073, 0.113, 0.130, 0.119, 0.115, 0.113, 0.115, 0.102, 0.114, 0.075, 0.118, 0.117]}

=====

{"formula": "C14H10ClF9OPt", "method": "wB97M-V/def2-TZVPD", "multiplicity": 5, "homo_energy_ev": [-6.65, -7.96], "s2": 6.03, "gap_ev": [7.044, 5.519], "symbols": ["C", "C", "C", "H", "C", "C", "H", "H", "H", "H", "Pt", "Cl", "C", "C", "C", "H", "C", "C", "H", "H", "H", "H", "F", "C", "F", "F", "C", "O", "C", "F", "F", "F", "C", "F", "F", "F"], "coordinates": [[1.19249, -1.43241, 0.54849], [1.10716, -1.69223, -0.80672], [-0.30816, -1.64504, -1.21556], [1.91812, -1.99128, -1.46003], [-1.03235, -1.04896, -0.10659], [-0.17175, -1.31677, 1.13417], [-0.46008, -2.26476, 1.58630], [2.08328, -1.48118, 1.16496], [-0.71624, -1.96232, -2.16897], [-2.11138, -0.93968, 0.01174], [-0.03107, 0.50500, -1.09010], [1.92408, 1.18895, -1.97725], [0.10814, 2.66586, -4.32109], [-1.12291, 2.05591, -4.69737], [-0.81862, 0.82655, -5.36873], [-2.11580, 2.45830, -4.51908], [0.60207, 0.68641, -5.40671], [1.17558, 1.82879, -4.77336], [2.23542, 2.02616, -4.65801], [0.22752, 3.59848, -3.77967], [-1.54011, 0.13173, -5.78993], [1.15902, -0.13480, -5.85068], [-1.52298, 1.80452, 3.18928], [-1.51887, 0.64269, 3.88238], [-1.55153, 0.92037, 5.20951], [-2.65509, -0.02805, 3.56447], [-0.26516, -0.21475, 3.44034], [-0.40987, -0.17906, 2.02287], [1.07711, 0.54420, 3.73770], [1.25842, 0.82970, 5.05039], [2.13077, -0.21246, 3.32771], [1.10764, 1.69465, 3.03371], [-0.24428, -1.63765, 4.11516], [-0.16944, -1.50535, 5.46082], [-1.36605, -2.34199, 3.81263], [0.82494, -2.37954, 3.69722]], "nbo_charge": [-0.176, -0.225, -0.351, 0.253, -0.408, 0.018, 0.205, 0.236, 0.254, 0.258, 0.738, -0.452, -0.261, -0.289, -0.103, 0.218, -0.389, -0.063, 0.217, 0.222, 0.209, 0.219, -0.297, 0.979, -0.306, -0.310, 0.018, -0.510, 0.967, -0.307, -0.318, -0.295, 0.969, -0.300, -0.307, -0.311]}

=====

no.,calculated total energy (eV)
1,-76092.43691
2,-80140.59699
3,-56948.00590